No. 1
DFT (the ωB97M-V functional and the def2-TZVPD basis) results for the ion C5H3Cl2N2S with charge +1.

```
! RIJCOSX wB97M-V def2-TZVPD def2/J DEFGRID3
* xyz 1 1
C -1.6526 -0.7758 1.4060
C -4.2413 0.6450 -0.0459
C -4.3793 -0.7435 -0.2598
C -4.1328 1.8294 0.0407
C 0.5599 -0.2547 0.3017
N -3.9536 -1.6169 0.5716
N -0.5744 -0.4673 0.9908
S -3.1290 -1.2980 1.9259
Cl -5.2418 -1.1186 -1.6966
Cl -3.9919 3.4150 0.3670
H 1.4014 -0.5811 0.7777
H 0.5488 -0.6561 -0.6290
H 0.6766 0.9147 0.1401
*
```

Properties
HOMO-LUMO gap, eV: 8.6
Energy relative to the best compared isomer or geometry (same formula, charge and spin), kJ/mol: 251.2
HOMO energy, eV: -13.771
E, Ha: -1619.9801

Atomic partial charges in e from the Löwdin method, atoms 1 to 5: number 1, C, carries -0.265; number 2, C, carries -0.159; number 3, C, carries -0.813; number 4, C, carries -0.562; number 5, C, carries -0.038

=====

No. 2
DFT (the ωB97M-V functional and the def2-TZVPD basis) results for a cluster of 2 separate species, C5H3Cl2NO2 in total.

```
! RIJCOSX wB97M-V def2-TZVPD def2/J DEFGRID3
* xyz 0 1
C -0.7221 0.5085 1.1614
C 0.9631 3.9879 1.4178
C 0.5728 3.8528 0.2507
C -1.7543 0.9065 -0.7340
C -0.6356 0.0555 -0.9226
N -0.0655 -0.4640 -2.0369
O -0.1027 -0.2593 0.3205
O -1.7217 1.1645 0.6337
Cl 1.3899 4.6727 2.9091
Cl 0.0256 3.2342 -1.1522
H -0.4671 0.6159 2.1818
H -0.5730 -0.8335 -2.8529
H 0.8368 -0.1823 -2.2454
*
```

Properties
HOMO-LUMO gap, eV: 8.6
Energy relative to the best compared isomer or geometry (same formula, charge and spin), kJ/mol: 656.2
HOMO energy, eV: -8.220
E, Ha: -1317.7126

Atomic partial charges in e from the Löwdin method, atoms 1 to 5: number 1, C, carries -0.164; number 2, C, carries -0.636; number 3, C, carries -0.672; number 4, C, carries -0.073; number 5, C, carries -0.442

=====

No. 3
DFT (the ωB97M-V functional and the def2-TZVPD basis) results for an isolated molecule of C5H3ClO3.

```
! RIJCOSX wB97M-V def2-TZVPD def2/J DEFGRID3
* xyz 0 1
C -0.0684 0.8264 -0.2191
C 1.1186 1.5050 0.2085
C 2.6204 -0.4355 -0.3275
C -1.3601 0.6067 -0.3320
C 1.9928 -1.1098 0.8309
O 1.1385 2.5667 0.7625
O 3.3281 -0.9060 -1.1648
O 2.2895 0.8374 -0.3395
Cl 2.1636 -2.7121 1.2567
H -1.6998 0.0245 0.5223
H -1.9904 0.7507 -1.2226
H 1.5635 -0.5264 1.5525
*
```

Properties
HOMO-LUMO gap (alpha / beta), eV: 8.0 / 7.6
Energy relative to the best compared isomer or geometry (same formula, charge and spin), kJ/mol: 271.0
HOMO energy (alpha / beta), eV: -9.709 / -9.401
E, Ha: -878.0723

Atomic partial charges in e from the Löwdin method, atoms 1 to 5: number 1, C, carries 0.092; number 2, C, carries -0.433; number 3, C, carries -0.596; number 4, C, carries 0.059; number 5, C, carries -0.463

=====

No. 4
DFT (the ωB97M-V functional and the def2-TZVPD basis) results for an isolated molecule of C5H3ClS.

```
! RIJCOSX wB97M-V def2-TZVPD def2/J DEFGRID3
* xyz 0 1
C 0.2482 -1.4324 0.6914
C 0.9749 0.0168 -1.2752
C -0.2710 -0.2035 0.6879
C 0.1435 0.6194 -0.4239
C -0.7759 1.1488 0.5658
S 1.3097 -1.6129 -0.6981
Cl -2.6375 1.4158 0.0294
H 0.1330 -2.2566 1.3649
H 1.4345 0.3461 -2.1862
H -0.5595 1.9585 1.2438
*
```

Properties
HOMO-LUMO gap, eV: 9.5
Energy relative to the best compared isomer or geometry (same formula, charge and spin), kJ/mol: 200.3
HOMO energy, eV: -9.532
E, Ha: -1050.5777

Atomic partial charges in e from the Löwdin method, atoms 1 to 5: number 1, C, carries -0.327; number 2, C, carries -0.324; number 3, C, carries -0.263; number 4, C, carries -0.264; number 5, C, carries -0.417

=====

No. 5
DFT (the ωB97M-V functional and the def2-TZVPD basis) results for an isolated molecule of C5H3F3N2.

```
! RIJCOSX wB97M-V def2-TZVPD def2/J DEFGRID3
* xyz 0 1
C -1.7443 -1.2186 -0.0881
C -2.2224 0.0617 0.1209
C -0.0456 0.0656 -0.1781
C 1.2281 0.6180 -0.0815
C 2.8739 -0.2632 -0.2120
N -0.4160 -1.2057 -0.2526
N -1.1489 0.8741 0.0291
F 1.3719 1.9224 -0.2919
F 3.8715 0.4605 0.2644
F 2.8557 -1.4740 0.2992
H -2.2976 -2.1349 -0.1301
H -3.2020 0.4226 0.3462
H -1.1243 1.8716 0.1745
*
```

Properties
HOMO-LUMO gap (alpha / beta), eV: 8.1 / 7.4
Energy relative to the best compared isomer or geometry (same formula, charge and spin), kJ/mol: 0.0
HOMO energy (alpha / beta), eV: -8.693 / -7.644
E, Ha: -601.2945

Atomic partial charges in e from the Löwdin method, atoms 1 to 5: number 1, C, carries -0.142; number 2, C, carries -0.084; number 3, C, carries -0.347; number 4, C, carries -0.047; number 5, C, carries -0.183

=====

No. 6
DFT (the ωB97M-V functional and the def2-TZVPD basis) results for a structure of composition C5H3FO.

```
! RIJCOSX wB97M-V def2-TZVPD def2/J DEFGRID3
* xyz 0 1
C -1.9358 -0.6079 -0.0108
C 0.8513 -0.7367 0.3807
C 0.3963 1.1274 -0.2896
C -0.6391 -0.2127 0.0507
C 1.8019 0.6036 0.1257
O -3.1115 -0.8778 -0.0522
F 0.0419 2.3493 0.0242
H 1.1387 -1.1081 1.4278
H 0.9066 -1.5854 -0.2749
H 0.5497 1.0482 -1.3817
*
```

Properties
HOMO-LUMO gap, eV: 8.0
Energy relative to the best compared isomer or geometry (same formula, charge and spin), kJ/mol: 570.9
HOMO energy, eV: -9.233
E, Ha: -367.1548

Atomic partial charges in e from the Löwdin method, atoms 1 to 5: number 1, C, carries -0.119; number 2, C, carries -0.183; number 3, C, carries -0.400; number 4, C, carries -0.078; number 5, C, carries 0.236

=====

No. 7
DFT (the ωB97M-V functional and the def2-TZVPD basis) results for an isolated molecule of C5H3FOS.

```
! RIJCOSX wB97M-V def2-TZVPD def2/J DEFGRID3
* xyz 0 1
C 1.5445 0.0145 0.0387
C 1.3001 1.3389 0.0393
C -0.1049 1.5907 0.1168
C -0.7863 0.1906 -0.1703
C 0.2598 -0.7212 -0.0875
H 2.1565 1.8860 0.3521
H -0.4924 2.2652 -0.6835
H -0.7243 2.0987 0.8864
O -0.1327 -1.9184 0.2103
F 2.7066 -0.5201 -0.1287
S -2.3448 -0.0439 -0.0439
*
```

Properties
HOMO-LUMO gap, eV: 7.3
Energy relative to the best compared isomer or geometry (same formula, charge and spin), kJ/mol: 214.4
HOMO energy, eV: -9.203
E, Ha: -765.5072

Atomic partial charges in e from the Löwdin method, atoms 1 to 5: number 1, C, carries -0.230; number 2, C, carries 0.017; number 3, C, carries -0.195; number 4, C, carries -0.716; number 5, C, carries -0.323

=====

No. 8
DFT (the ωB97M-V functional and the def2-TZVPD basis) results for a cluster of 2 separate species, C5H3IN2 in total.

```
! RIJCOSX wB97M-V def2-TZVPD def2/J DEFGRID3
* xyz 0 1
C -0.0528 2.8608 -0.8329
C -1.0443 -0.3090 -0.2646
C 0.0276 0.3912 -0.0021
C 0.9924 2.3640 -0.1727
C 0.3392 -1.0133 -0.1172
N -1.1037 3.1346 -1.2368
N 2.1660 2.6213 0.0392
I 0.6372 -2.5153 1.4680
H -2.0578 -0.5263 -0.4545
H 0.7684 -1.1891 -1.1508
H 2.8509 1.9772 0.4396
*
```

Properties
HOMO-LUMO gap, eV: 8.0
Energy relative to the best compared isomer or geometry (same formula, charge and spin), kJ/mol: 150.5
HOMO energy, eV: -8.883
E, Ha: -599.2867

Atomic partial charges in e from the Löwdin method, atoms 1 to 5: number 1, C, carries -0.238; number 2, C, carries -0.035; number 3, C, carries -0.123; number 4, C, carries -0.198; number 5, C, carries -0.715

=====

No. 9
DFT (the ωB97M-V functional and the def2-TZVPD basis) results for an isolated molecule of C5H3N.

```
! RIJCOSX wB97M-V def2-TZVPD def2/J DEFGRID3
* xyz 0 1
C -0.7705 1.9873 0.3147
C -0.9278 0.7606 0.0397
C -0.9164 -0.6580 -0.2713
C 0.3008 -1.2833 -0.2514
C 1.5042 -0.4768 0.0510
H -0.4957 3.0450 0.8109
H -1.8389 -1.1070 -0.5594
H 0.6687 -2.4502 -0.2151
N 2.4757 0.1826 0.0808
*
```

Properties
HOMO-LUMO gap, eV: 9.2
Energy relative to the best compared isomer or geometry (same formula, charge and spin), kJ/mol: 118.4
HOMO energy, eV: -9.694
E, Ha: -246.9369

Atomic partial charges in e from the Löwdin method, atoms 1 to 5: number 1, C, carries 0.110; number 2, C, carries -0.151; number 3, C, carries -0.121; number 4, C, carries -0.092; number 5, C, carries -0.248

=====

No. 10
DFT (the ωB97M-V functional and the def2-TZVPD basis) results for a cluster of 2 separate species, C5H3N in total.

```
! RIJCOSX wB97M-V def2-TZVPD def2/J DEFGRID3
* xyz 0 1
C 1.4605 -0.5246 -0.0400
C -2.0474 -0.0891 0.0481
C -0.8095 -0.3877 0.0340
C 2.2883 0.4639 0.0035
C -4.4367 0.2957 -0.0719
N -3.3048 0.1656 0.0109
H 1.4857 -1.6041 -0.1747
H 3.2903 0.2163 -0.0927
H 2.0736 1.4642 0.2827
*
```

Properties
HOMO-LUMO gap (alpha / beta), eV: 8.8 / 8.8
Energy relative to the best compared isomer or geometry (same formula, charge and spin), kJ/mol: 498.4
HOMO energy (alpha / beta), eV: -9.604 / -9.603
E, Ha: -246.7922

Atomic partial charges in e from the Löwdin method, atoms 1 to 5: number 1, C, carries 0.051; number 2, C, carries -0.286; number 3, C, carries 0.113; number 4, C, carries -0.022; number 5, C, carries 0.047

=====

No. 11
DFT (the ωB97M-V functional and the def2-TZVPD basis) results for an isolated molecule of C5H3N5.

```
! RIJCOSX wB97M-V def2-TZVPD def2/J DEFGRID3
* xyz 0 1
C 0.7052 -0.0830 -0.2191
C -1.4913 -0.1868 -0.2853
C 0.1342 0.5072 0.8741
C 0.9225 1.3928 1.8096
C -2.7149 -0.6359 -0.6796
H 2.4869 0.6832 0.0736
H 2.1881 -1.1327 -0.6300
H -0.3930 -0.9857 -1.8339
N 2.0887 -0.2833 -0.6198
N -0.3331 -0.5570 -0.8108
N -1.2490 0.4710 0.8354
N 1.4342 1.9015 2.6139
N -3.7786 -1.0915 -1.1280
*
```

Properties
HOMO-LUMO gap, eV: 9.4
Energy relative to the best compared isomer or geometry (same formula, charge and spin), kJ/mol: 294.6
HOMO energy, eV: -9.541
E, Ha: -465.9623

Atomic partial charges in e from the Löwdin method, atoms 1 to 5: number 1, C, carries -0.334; number 2, C, carries -0.405; number 3, C, carries -0.205; number 4, C, carries -0.180; number 5, C, carries -0.110

=====

No. 12
DFT (the ωB97M-V functional and the def2-TZVPD basis) results for an isolated molecule of C5H3N5O2.

```
! RIJCOSX wB97M-V def2-TZVPD def2/J DEFGRID3
* xyz 0 1
O 2.4936 0.2640 -2.3861
N -2.0003 0.1177 -1.4354
N 0.4025 0.0858 -2.0908
N -1.6712 -0.5296 0.7451
N 1.2890 0.0639 1.9513
O 0.2929 -0.2172 2.9493
C 1.6354 0.1101 -1.5615
C -2.5289 -0.2837 -0.3452
C -0.6611 0.0326 -1.2209
C -0.5232 -0.1833 0.2382
C 0.9004 0.0140 0.7164
N 1.8223 0.2576 -0.2002
H -0.5708 0.1067 2.7486
H -3.6085 -0.4327 -0.2184
H 2.7280 0.5940 0.1099
*
```

Properties
HOMO-LUMO gap, eV: 6.7
Energy relative to the best compared isomer or geometry (same formula, charge and spin), kJ/mol: 0.0
HOMO energy, eV: -9.865
E, Ha: -616.4773

Atomic partial charges in e from the Löwdin method, atoms 1 to 5: number 1, O, carries 0.128; number 2, N, carries 0.137; number 3, N, carries 0.266; number 4, N, carries 0.159; number 5, N, carries 0.105

=====

Question: energy relative to the best compared isomer or geometry (same formula, charge and spin) of number 5 (C5H3F3N2)?
Answer: 0.0 kJ/mol

=====

Question: The lowest E belongs to which entry?
Answer: C5H3Cl2N2S

=====

Question: What is the formula in the fifth record?
Answer: C5H3F3N2